# 1
The following is a DFT calculation (ωB97M-V with the def2-TZVPD basis set) of an isolated ion of composition C16H26F7N2O5S and charge +1 in a non-equilibrium geometry.

Geometry as XYZ:
```
57
Properties=species:S:1:pos:R:3:mulliken_charge:R:1
C -0.3505 -4.9550 0.0812 -1.260
C 0.0097 -4.2807 -1.2397 -0.482
C 1.1500 -3.2586 -1.0789 -0.311
C 0.9953 -2.0550 -2.0059 -0.518
O 1.6593 -0.8638 -1.5696 -0.325
C 1.2267 -0.2091 -0.4374 0.920
S 2.5477 -0.6279 0.8468 1.507
C 3.6399 0.7439 1.0740 -1.040
O 3.3362 -1.6835 0.2799 -0.646
O 1.8332 -0.8430 2.0848 -0.718
C -0.1380 -0.5317 0.1522 -3.708
C -1.1373 0.5486 -0.2107 2.350
C -1.7641 0.3290 -1.6088 -2.078
C -2.2702 0.5553 0.8261 -1.500
C -3.0153 -0.7774 0.8870 -0.217
C -4.0580 -0.8160 2.0005 0.280
O -4.1933 -1.7774 2.7053 -0.512
O -4.7933 0.3071 2.1990 -0.473
N -0.2638 1.8174 -0.3069 -0.037
C -0.1294 2.7024 0.9113 0.389
F 0.6539 2.0812 1.7905 -0.253
F -1.3265 2.8847 1.4361 -0.305
C 0.4157 4.1402 0.4961 0.897
F -0.5820 5.0034 0.7120 -0.287
F 0.6949 4.1303 -0.8287 -0.259
C 1.6470 4.6712 1.2748 0.597
F 2.7086 3.9140 1.0266 -0.200
F 1.3868 4.6591 2.5634 -0.235
F 1.8916 5.8908 0.8679 -0.229
C 1.0954 1.3495 -0.8369 -0.876
N 1.0858 1.5205 -2.2835 -0.425
H -1.0450 -5.7821 -0.0793 0.408
H 0.5284 -5.3527 0.5891 0.301
H -0.8461 -4.2584 0.7649 0.255
H 0.2929 -5.0462 -1.9648 0.461
H -0.8845 -3.7837 -1.6326 0.211
H 2.1188 -3.7286 -1.2391 0.609
H 1.1561 -2.9307 -0.0351 0.107
H -0.0572 -1.8468 -2.2224 0.145
H 1.4609 -2.2736 -2.9682 0.440
H 3.2157 1.4492 1.7734 0.285
H 4.5461 0.2744 1.4593 0.528
H 3.8921 1.2037 0.1185 0.345
H 0.0149 -0.4610 1.2363 0.520
H -0.4974 -1.5432 0.0069 1.088
H -1.8017 -0.7342 -1.8267 0.429
H -1.2410 0.8492 -2.4079 0.362
H -2.7929 0.6998 -1.6144 0.455
H -2.9771 1.3540 0.5844 0.835
H -1.8969 0.7795 1.8229 0.332
H -3.5200 -1.0193 -0.0516 0.573
H -2.3502 -1.6023 1.1434 0.064
H -4.9272 0.7905 1.3746 0.392
H -0.7202 2.4090 -1.0039 0.804
H 1.9202 1.9355 -0.4397 0.397
H 0.4531 2.2518 -2.5819 0.330
H 2.0023 1.7965 -2.6145 0.278
```

The spin multiplicity is 1. The HOMO energy is -13.1301 eV. The net charge is +1. The calculated total energy is -2207.93459 Ha.

=====

# 2
The following is a DFT calculation (ωB97M-V with the def2-TZVPD basis set) of C16H26I2LuN2O3S2Y as an isolated structure in a non-equilibrium geometry.

Geometry as XYZ:
```
53
Properties=species:S:1:pos:R:3:mulliken_charge:R:1
I 3.5737 1.1021 1.5840 0.095
I 3.2044 3.5898 0.3505 0.105
Y -0.6654 2.5701 -0.6964 1.039
Lu -0.3149 -0.3371 0.4210 0.917
S -0.0621 2.0513 1.6973 0.092
S 1.1140 0.8435 -1.2213 -0.064
C -1.5915 -0.9111 2.1853 0.295
C -1.2785 2.6364 2.8967 0.896
C 0.9773 0.0816 -2.8464 1.195
C -1.0302 4.1453 2.9617 -1.282
C -2.7286 2.2818 2.6022 -1.186
C -0.7036 1.8935 4.1056 -1.361
C 1.5932 1.1718 -3.7151 -1.362
C -0.4102 -0.3480 -3.2959 -1.056
C 1.9285 -1.0851 -2.5918 -1.588
C -2.3473 4.0883 -0.2896 -0.024
C -1.3327 2.9301 -2.8835 0.010
O -2.1660 -1.3982 3.0725 -0.109
O -3.1277 4.9139 -0.0848 0.093
O -1.6023 3.1725 -3.9779 0.081
H -1.3839 4.6578 2.0612 0.278
H 0.0392 4.3489 3.0880 0.402
H -1.5834 4.5059 3.8262 0.476
H -3.1124 2.7891 1.7038 0.279
H -3.2938 2.6416 3.4754 0.465
H -2.8785 1.1969 2.5043 0.202
H -0.8255 0.8129 4.0008 0.263
H -1.2540 2.2485 4.9658 0.491
H 0.3615 2.1243 4.2130 0.431
H 1.7578 0.7083 -4.6814 0.476
H 2.5424 1.5056 -3.2839 0.434
H 0.9258 2.0307 -3.8229 0.328
H -0.2524 -0.8230 -4.2760 0.499
H -1.1016 0.4992 -3.4189 0.227
H -0.8706 -1.0886 -2.6223 -0.133
H 2.0900 -1.5557 -3.5501 0.560
H 1.4911 -1.7966 -1.8891 0.374
H 2.8691 -0.7254 -2.1637 0.437
C 2.6985 -4.7156 1.2197 -1.266
C 1.6393 -3.9603 0.5185 0.244
C 0.6931 -4.4155 -0.3871 -0.676
C -0.1620 -3.3645 -0.6669 0.472
N 0.2869 -2.2849 0.0173 0.510
N 1.3730 -2.6542 0.7436 0.037
C -1.3729 -3.4298 -1.5001 -1.450
H 2.6617 -5.7513 0.8823 0.375
H 3.6852 -4.3023 0.9964 0.369
H 2.5185 -4.6953 2.3005 0.370
H 0.5908 -5.4097 -0.7515 0.552
H 1.8962 -2.0252 1.3833 0.106
H -1.1943 -3.0659 -2.5215 0.321
H -1.6418 -4.4911 -1.6014 0.416
H -2.2232 -2.9073 -1.0370 0.343
```

The spin multiplicity is 1. The HOMO energy is -20.0831 eV. The net charge is +4. The calculated total energy is -3624.54862 Ha.